The following is a DFT calculation (ωB97M-V/def2-TZVPD) of an isolated molecule of C12H12FNO2 at a distorted geometry.

Output
**Total charge**: 0
**HOMO-LUMO gap**: 7.62 eV
**Lowest unoccupied orbital energy**: -1.5972 eV
**SMILES string**: Cc1cccc2c1C(=O)N(C[C@H](C)F)C2=O

Cartesian coordinates (Å):
C 0.68311 3.46563 0.58375
C -0.35286 2.25591 0.97741
C -1.25857 2.20680 2.38275
C -2.33324 0.96412 2.69625
C -2.54431 -0.30704 1.63018
C -1.62305 -0.25811 0.27454
C -0.55272 0.98655 -0.04184
C 0.17568 0.64015 -1.49814
O 0.92408 1.42398 -2.29427
N -0.28738 -0.78488 -1.70412
C 0.67253 -1.76474 -2.34005
C 1.69864 -2.51079 -1.30181
C 1.80446 -1.82671 0.18482
F 3.07023 -2.39993 -1.91661
C -1.50553 -1.33295 -0.99517
O -2.29371 -2.35889 -1.32556
H 1.12815 3.32231 -0.51474
H 1.51039 3.61021 1.39824
H 0.04387 4.46325 0.52164
H -1.14241 3.08829 3.15106
H -2.94901 0.97796 3.70914
H -3.30592 -1.19083 1.82207
H 0.02521 -2.63052 -2.84646
H 1.29252 -1.25911 -3.19672
H 1.47639 -3.67169 -1.15791
H 2.50929 -0.86398 0.22322
H 2.35951 -2.62526 0.87727
H 0.77466 -1.61973 0.70105